Entry 1:
Here is an isolated molecule of C4H5Cl3O from the OMol25 dataset. Energies are from ωB97M-V with the def2-TZVPD basis set.

The geometry in ORCA input format:
```
! RIJCOSX wB97M-V def2-TZVPD def2/J DEFGRID3
* xyz 0 1
C -0.75094 0.26413 1.27857
C 0.19380 -0.22644 0.17717
Cl 1.43071 -1.31602 0.83112
C -0.62566 -1.28965 -1.00131
O -1.76753 -1.51904 -1.06212
C 0.81528 0.84783 -0.67612
Cl -0.34369 1.75011 -1.52010
Cl 1.94956 1.95300 0.28789
H -1.38338 0.99784 0.96729
H -1.14033 -0.66786 1.47043
H -0.13768 0.55729 2.23320
H 0.27839 -1.73952 -1.54672
H 1.48146 0.38834 -1.43928
*
```

Computed properties:
relative energy (zero: lowest compared OMol25 entry of this formula, charge and spin) = 1.256 eV
E = -43842.5913 eV
LUMO = 0.38 eV

=====

Entry 2:
Here is an isolated molecule of C4H5ClFNO from the OMol25 dataset. Energies are from ωB97M-V with the def2-TZVPD basis set.

The geometry in ORCA input format:
```
! RIJCOSX wB97M-V def2-TZVPD def2/J DEFGRID3
* xyz 0 1
N 0.52813 -1.41736 -0.05500
C 0.37603 -0.12800 -0.00435
C 1.63038 0.79493 0.16256
F 2.84038 0.07175 -0.24935
C -0.87022 0.40334 -0.11787
Cl -0.97124 2.10199 -0.04719
C -2.16526 -0.25429 -0.18536
O -2.20540 -1.43533 0.04772
H 1.43469 -1.70172 0.03558
H -0.40530 -1.93569 0.17244
H 1.55070 1.31673 1.21951
H 1.39942 1.69441 -0.52931
H -3.14231 0.48924 -0.44940
*
```

Computed properties:
relative energy (zero: lowest compared OMol25 entry of this formula, charge and spin) = 1.568 eV
E = -23004.7539 eV
LUMO = 0.45 eV

=====

Entry 3:
Here is an isolated molecule of C4H5ClFNS from the OMol25 dataset. Energies are from ωB97M-V with the def2-TZVPD basis set.

The geometry in ORCA input format:
```
! RIJCOSX wB97M-V def2-TZVPD def2/J DEFGRID3
* xyz 0 1
C 1.96581 -2.46301 -1.34978
N 1.50267 -1.23735 -1.14918
S -0.10774 -0.94194 -1.43662
C -0.44751 0.59472 -0.59222
C -1.79970 0.67245 -0.18692
C -0.60682 0.66211 0.86666
F -0.35229 -0.53465 1.62926
Cl -0.00725 2.06366 1.63987
H 3.01343 -2.79555 -1.08682
H 1.35845 -3.33787 -1.59606
H 0.01285 1.39376 -0.98696
H -2.11816 1.62106 -0.06210
H -2.43820 -0.21690 -0.20533
*
```

Computed properties:
relative energy (zero: lowest compared OMol25 entry of this formula, charge and spin) = 2.382 eV
E = -31791.0592 eV
LUMO = 0.65 eV

=====

Entry 4:
Here is an isolated molecule of C4H5ClN2 from the OMol25 dataset. Energies are from ωB97M-V with the def2-TZVPD basis set.

The geometry in ORCA input format:
```
! RIJCOSX wB97M-V def2-TZVPD def2/J DEFGRID3
* xyz 0 1
C 2.20627 -0.16070 0.49416
C -0.14190 0.19823 -0.81651
C -0.36572 -0.56858 0.50210
C 0.82479 0.38423 0.37889
N 4.23374 1.57720 0.12273
N 3.34666 0.78452 0.16590
Cl 2.64181 -1.72315 -0.15050
H 0.20047 -0.44458 -1.71519
H -0.87534 0.94140 -1.14840
H -1.17160 -0.41030 1.07562
H -0.22866 -1.66415 0.53745
H 0.87017 1.26410 0.98234
*
```

Computed properties:
relative energy (zero: lowest compared OMol25 entry of this formula, charge and spin) = 4.597 eV
E = -19727.3483 eV
LUMO (alpha / beta) = 0.14 / 0.14 eV

=====

Which of these has the lowest relative energy (zero: lowest compared OMol25 entry of this formula, charge and spin)? C4H5Cl3O